{
  "formula": "C2H4N2O2S",
  "method": "the ωB97M-V functional and the def2-TZVPD basis",
  "total_charge": 0,
  "homo_lumo_gap_ev": 10.20,
  "de_lowest_kcal_mol": 60.6,
  "largest_force_ev_per_a": 2.9,
  "smiles": "O=CN(S)/C=N\\O",
  "e_homo_ha": -0.3531,
  "lumo_energy_ev": 0.593,
  "species": ["O", "C", "N", "S", "C", "N", "O", "H", "H", "H", "H"],
  "xyz": [[-1.54078, 1.96764, -0.08002], [-0.57603, 1.21129, 0.02389], [-0.68173, -0.14639, -0.19399], [-2.24274, -0.83236, -0.39171], [0.41280, -0.97289, 0.16261], [1.68504, -0.80029, 0.05334], [2.03852, 0.41268, -0.54074], [0.42907, 1.47306, 0.30503], [-2.67587, -0.66588, 0.84924], [0.14926, -1.97969, 0.46130], [3.00246, 0.33282, -0.64894]],
  "forces_ev_per_angstrom": [[1.97, -1.14, 0.33], [-2.49, 1.46, -0.45], [0.49, -0.47, 0.42], [0.45, -0.26, -0.68], [0.82, -0.52, -0.50], [-1.34, 0.03, -0.19], [0.50, 0.02, 0.03], [0.37, 0.58, 0.13], [-0.12, 0.15, 0.52], [-0.13, 0.13, 0.28], [-0.52, 0.01, 0.12]],
  "mulliken_charge": [-0.5147, 0.0806, -0.0815, -0.0902, 0.1121, -0.3985, -0.3726, 0.3986, 0.1406, 0.3702, 0.3554]
}

{
  "formula": "C2H4N2O2S",
  "method": "the ωB97M-V functional and the def2-TZVPD basis",
  "total_charge": 0,
  "homo_lumo_gap_ev": 10.26,
  "de_lowest_kcal_mol": 97.7,
  "largest_force_ev_per_a": 6.8,
  "smiles": "NS(=O)(=O)C1=NC1",
  "e_homo_ha": -0.3905,
  "lumo_energy_ev": -0.367,
  "species": ["N", "S", "O", "O", "C", "N", "C", "H", "H", "H", "H"],
  "xyz": [[-1.34412, -1.49774, -0.02691], [-1.14468, 0.13264, 0.06638], [-1.56450, 0.56939, 1.34158], [-1.66906, 0.79226, -1.05789], [0.62866, 0.19913, -0.09678], [1.85040, -0.48319, -0.08465], [1.81066, 1.01922, 0.00991], [-0.90080, -1.93643, -0.82194], [-2.07387, -1.97213, 0.55535], [2.25210, 1.65451, -0.74659], [2.15522, 1.52235, 0.86153]],
  "forces_ev_per_angstrom": [[-0.55, 0.35, 0.97], [0.35, -2.17, -0.06], [0.23, 0.05, 1.08], [-0.10, 0.69, -1.51], [5.35, -2.50, 0.63], [-6.18, 2.83, -0.14], [0.61, 0.69, -1.00], [-0.40, -0.21, 0.12], [1.23, 0.80, -1.01], [-0.45, -0.46, -1.28], [-0.08, -0.06, 2.19]],
  "mulliken_charge": [-0.4355, 1.0738, -0.5728, -0.5541, 0.1714, -0.4127, -0.1670, 0.2286, 0.2571, 0.1937, 0.2176]
}

{
  "formula": "C2H4N2O2S",
  "method": "the ωB97M-V functional and the def2-TZVPD basis",
  "total_charge": 0,
  "homo_lumo_gap_ev": 8.79,
  "de_lowest_kcal_mol": 98.8,
  "largest_force_ev_per_a": 4.7,
  "smiles": "[H]/N=C(/NO)OC=S",
  "e_homo_ha": -0.3400,
  "lumo_energy_ev": -0.464,
  "species": ["H", "N", "C", "N", "O", "O", "C", "S", "H", "H", "H"],
  "xyz": [[-0.74864, -0.74037, 1.83471], [0.21633, -1.26862, 1.52658], [0.58177, -0.63394, 0.48359], [1.56791, -1.02223, -0.34317], [2.51926, -1.83968, 0.20387], [0.04050, 0.31939, -0.45053], [-0.92377, 1.13049, 0.07960], [-2.09912, 1.67625, -0.79373], [1.80872, -0.40175, -1.05415], [2.05362, -1.92763, 1.07605], [-0.44351, 1.46877, 1.15339]],
  "forces_ev_per_angstrom": [[2.97, -1.98, -0.46], [-3.26, 3.38, 0.57], [0.27, -0.42, -3.55], [-0.05, -1.25, 1.34], [-0.13, -0.40, 1.17], [-2.15, -0.05, 2.13], [3.34, 0.68, 2.45], [-1.21, 0.58, -0.25], [1.12, 0.81, -1.08], [1.22, -0.80, -0.16], [-2.11, -0.55, -2.16]],
  "mulliken_charge": [0.3157, -0.7017, 0.4707, 0.0195, -0.4368, -0.2837, -0.0045, -0.2818, 0.2354, 0.3699, 0.2973]
}

{
  "formula": "C2H4N2O2S2",
  "method": "the ωB97M-V functional and the def2-TZVPD basis",
  "total_charge": 0,
  "homo_lumo_gap_ev": 8.14,
  "de_lowest_kcal_mol": 81.0,
  "largest_force_ev_per_a": 6.0,
  "smiles": "ON/C(=N\\S)OC=S",
  "e_homo_ha": -0.3132,
  "lumo_energy_ev": -0.385,
  "species": ["O", "N", "C", "N", "S", "O", "C", "S", "H", "H", "H", "H"],
  "xyz": [[-1.83971, 0.80808, -1.86234], [-0.48568, 0.54833, -1.67311], [-0.18218, 0.16454, -0.32954], [-0.74558, 0.58768, 0.75004], [-1.95988, 1.80180, 0.86798], [0.92418, -0.58776, -0.39128], [1.46892, -1.12747, 0.75637], [2.71387, -2.16950, 0.72942], [-1.68396, 1.44073, -2.79692], [-0.08637, -0.13019, -2.36901], [-2.93039, 1.56742, -0.15312], [0.85968, -0.93177, 1.69014]],
  "forces_ev_per_angstrom": [[0.82, 2.56, -5.37], [1.81, -1.55, 1.17], [-2.32, 2.60, -0.08], [0.70, -0.84, -1.61], [-0.77, -0.41, -0.68], [1.23, -1.00, 0.94], [-0.66, -0.85, 0.73], [-0.76, 1.02, -0.17], [-1.49, -2.42, 4.14], [-0.79, 0.63, 0.98], [1.47, 0.09, 1.22], [0.76, 0.17, -1.26]],
  "mulliken_charge": [-0.4349, -0.1391, 0.5728, -0.4803, -0.1559, -0.2419, -0.0800, -0.2149, 0.4002, 0.3052, 0.1494, 0.3194]
}

{
  "formula": "C2H4N2O3",
  "method": "the ωB97M-V functional and the def2-TZVPD basis",
  "total_charge": 0,
  "homo_lumo_gap_ev": 10.18,
  "de_lowest_kcal_mol": 34.8,
  "largest_force_ev_per_a": 2.2,
  "smiles": "NN(C=O)C(=O)O",
  "e_homo_ha": -0.3565,
  "lumo_energy_ev": 0.479,
  "species": ["N", "N", "C", "O", "C", "O", "O", "H", "H", "H", "H"],
  "xyz": [[-0.67005, -1.24023, 0.71376], [0.17480, -0.37765, -0.05250], [1.57877, -0.29295, 0.21925], [2.13248, -0.81784, 1.17439], [-0.34895, 0.68842, -0.74579], [0.33219, 1.54636, -1.30369], [-1.69364, 0.81825, -0.67251], [-0.22077, -1.37180, 1.62358], [-1.55203, -0.74903, 0.87505], [2.15292, 0.22271, -0.56717], [-1.88572, 1.57376, -1.26438]],
  "forces_ev_per_angstrom": [[0.06, 0.08, 0.19], [0.76, 0.48, 0.47], [0.53, -1.18, 0.84], [-1.53, 0.57, -1.30], [0.71, 2.00, -0.48], [-0.76, -1.40, 0.37], [0.31, -0.39, -0.35], [0.09, 0.10, -0.29], [0.35, -0.06, -0.08], [-0.56, 0.13, 0.22], [0.04, -0.34, 0.41]],
  "mulliken_charge": [-0.7001, 0.3220, -0.0022, -0.4979, 0.7141, -0.5937, -0.4952, 0.2692, 0.2780, 0.3644, 0.3414]
}

{
  "formula": "C2H4N2O3",
  "method": "the ωB97M-V functional and the def2-TZVPD basis",
  "total_charge": 0,
  "homo_lumo_gap_ev": 9.91,
  "de_lowest_kcal_mol": 169.0,
  "largest_force_ev_per_a": 3.0,
  "smiles": "CC#[N+][O-].O=[NH+][O-]",
  "e_homo_ha": -0.3516,
  "lumo_energy_ev": 0.340,
  "species": ["C", "C", "N", "O", "H", "H", "H", "O", "N", "O", "H"],
  "xyz": [[1.24977, -2.07228, -0.16628], [1.14938, -0.73250, -0.71326], [1.09648, 0.33492, -1.14354], [0.94139, 1.47896, -1.42759], [1.47986, -2.21192, 0.89310], [0.31111, -2.58489, -0.25702], [1.96821, -2.51641, -0.83197], [2.83784, 1.89052, 0.39457], [2.21815, 2.93874, 0.36632], [1.60804, 3.44833, 1.30403], [2.25832, 3.70562, -0.47171]],
  "forces_ev_per_angstrom": [[-0.06, -0.20, -0.30], [-0.10, 0.86, 0.34], [-0.28, -1.90, 1.43], [-0.27, 1.77, -1.32], [0.54, 0.72, -0.22], [-0.56, -0.27, -0.47], [0.43, -0.96, 0.22], [-0.60, 1.37, -0.46], [0.48, 2.20, 0.34], [0.26, -0.89, -0.78], [0.17, -2.69, 1.23]],
  "mulliken_charge": [-0.9189, 0.3156, 0.5313, -0.7077, 0.2823, 0.2801, 0.2409, -0.4346, 0.5481, -0.4438, 0.3067]
}

{
  "formula": "C2H4N2O3",
  "method": "the ωB97M-V functional and the def2-TZVPD basis",
  "total_charge": 0,
  "homo_lumo_gap_ev": 10.02,
  "de_lowest_kcal_mol": 147.5,
  "largest_force_ev_per_a": 6.8,
  "smiles": "O=C1NOCON1",
  "e_homo_ha": -0.3443,
  "lumo_energy_ev": 0.648,
  "species": ["O", "C", "N", "O", "C", "O", "N", "H", "H", "H", "H"],
  "xyz": [[-2.45641, -0.01912, 0.03082], [-1.31027, 0.11821, 0.03072], [-0.68028, -1.17599, -0.03091], [0.78637, -1.20520, -0.21054], [1.31003, -0.06786, 0.35910], [0.80144, 0.96568, -0.45463], [-0.40420, 1.29125, 0.17777], [-1.24281, -1.90280, -0.53255], [2.30238, -0.09099, -0.10869], [1.59342, 0.01645, 1.35209], [-0.69968, 2.07038, -0.61318]],
  "forces_ev_per_angstrom": [[-4.98, 2.03, 0.21], [4.69, -2.41, -0.77], [1.62, 1.51, 0.49], [-2.18, -2.08, 0.69], [3.27, -0.31, -5.90], [0.75, 0.16, 2.26], [-3.39, 2.21, -3.35], [1.31, 1.03, 0.46], [0.43, -0.41, 0.29], [-1.35, 0.55, 2.55], [-0.17, -2.28, 3.06]],
  "mulliken_charge": [-0.4836, 0.4473, -0.1805, -0.3039, -0.1001, -0.2832, -0.2946, 0.2776, 0.2418, 0.3504, 0.3289]
}

{
  "formula": "C2H4N2O3",
  "method": "the ωB97M-V functional and the def2-TZVPD basis",
  "total_charge": 0,
  "homo_lumo_gap_ev": [10.48, 6.95],
  "de_lowest_kcal_mol": 174.5,
  "largest_force_ev_per_a": 3.2,
  "e_homo_ha": [-0.3735, -0.3291],
  "lumo_energy_ev": [0.318, -2.007],
  "species": ["C", "C", "N", "N", "O", "O", "O", "H", "H", "H", "H"],
  "xyz": [[1.11134, 0.39059, -0.09831], [-0.37007, 0.59891, 0.30455], [-1.89067, -1.14158, -0.32052], [1.51323, -0.88619, 0.06501], [1.85497, 1.30333, -0.48191], [-1.31508, 0.00505, -0.60063], [2.78786, -1.07194, -0.10895], [-0.62622, 0.10669, 1.35350], [-0.42518, 1.75386, 0.38115], [-2.66601, -1.23046, -1.00388], [3.43642, -0.37643, -0.09656]],
  "forces_ev_per_angstrom": [[-0.35, 1.89, -0.09], [-0.14, -0.25, 2.42], [-0.32, -1.31, 1.40], [0.14, -0.67, -0.02], [-0.92, -0.90, 0.50], [0.48, 2.66, -1.69], [0.52, -2.98, 0.05], [0.92, 1.09, -1.98], [-0.76, -1.98, -0.48], [0.69, 0.40, 0.03], [-0.25, 2.04, -0.14]],
  "mulliken_charge": [0.6594, -0.1929, -0.4891, -0.1791, -0.5755, -0.0728, -0.2692, 0.2828, 0.2374, 0.2446, 0.3544]
}

{
  "formula": "C2H4N2O3",
  "method": "the ωB97M-V functional and the def2-TZVPD basis",
  "total_charge": 0,
  "homo_lumo_gap_ev": [7.10, 9.20],
  "de_lowest_kcal_mol": 185.2,
  "largest_force_ev_per_a": 4.0,
  "e_homo_ha": [-0.2921, -0.3406],
  "lumo_energy_ev": [-0.851, -0.064],
  "species": ["C", "C", "N", "N", "O", "O", "O", "H", "H", "H", "H"],
  "xyz": [[2.02491, -0.31012, -0.20163], [-1.43751, -0.22841, -0.47844], [1.63683, 0.81222, 0.39745], [-0.23205, 0.43270, -0.79620], [2.93136, -1.04154, -0.40715], [0.26425, 1.13150, 0.35472], [-1.39219, -1.17896, 0.57552], [-1.75864, -0.57146, -1.51005], [-2.15203, 0.43662, -0.24269], [2.09843, 1.32134, 1.13060], [-1.98336, -0.80390, 1.17788]],
  "forces_ev_per_angstrom": [[-1.46, -0.72, -0.29], [1.69, -2.14, -1.76], [-0.64, 0.02, -0.67], [2.32, 0.11, -0.36], [-0.48, 1.26, 0.35], [0.47, -0.76, 0.31], [1.21, -0.58, -2.00], [0.43, -0.59, 1.24], [-2.63, 2.92, 0.97], [0.35, 0.12, 0.29], [-1.27, 0.35, 1.92]],
  "mulliken_charge": [0.3660, -0.2377, 0.0292, -0.3947, -0.3586, -0.1255, -0.4853, 0.2787, 0.3582, 0.2361, 0.3336]
}

{
  "formula": "C2H4N2O3",
  "method": "the ωB97M-V functional and the def2-TZVPD basis",
  "total_charge": 0,
  "homo_lumo_gap_ev": [6.30, 5.00],
  "de_lowest_kcal_mol": 213.2,
  "largest_force_ev_per_a": 4.2,
  "e_homo_ha": [-0.2898, -0.2625],
  "lumo_energy_ev": [-1.583, -2.143],
  "species": ["C", "C", "N", "N", "O", "O", "O", "H", "H", "H", "H"],
  "xyz": [[0.75348, -2.01974, -0.97864], [-1.11803, 1.09474, 0.77115], [0.95498, -0.85571, -1.40715], [-0.66178, -0.13667, 0.12816], [0.83335, -3.19710, -1.13968], [0.44921, 0.28274, -0.73972], [-0.33675, 1.44835, 1.88075], [-2.06937, 0.76819, 1.16479], [-1.06627, 2.02424, 0.22918], [1.74991, -0.50029, -1.82818], [0.51126, 1.09124, 1.91934]],
  "forces_ev_per_angstrom": [[-0.65, -4.03, -0.98], [1.48, -1.97, -0.17], [-2.00, 2.36, 2.16], [0.58, 0.19, -0.32], [-0.25, 2.72, 1.09], [-0.29, -0.07, -0.39], [-1.60, 1.45, 1.85], [-0.63, 0.45, -0.16], [-0.85, -0.01, -1.29], [2.24, 0.17, -1.41], [1.97, -1.25, -0.39]],
  "mulliken_charge": [0.5877, -0.1219, -0.0122, -0.5396, -0.3122, -0.1196, -0.5543, 0.2262, 0.3017, 0.2580, 0.2862]
}

{
  "formula": "C2H4N2O3",
  "method": "the ωB97M-V functional and the def2-TZVPD basis",
  "total_charge": 0,
  "homo_lumo_gap_ev": 10.76,
  "de_lowest_kcal_mol": 110.3,
  "largest_force_ev_per_a": 3.0,
  "e_homo_ha": -0.3689,
  "lumo_energy_ev": 0.720,
  "species": ["N", "C", "N", "C", "O", "O", "O", "H", "H", "H", "H"],
  "xyz": [[0.13733, -1.11944, 1.48325], [0.64382, 0.63947, -0.29168], [0.53230, 0.73077, -1.62741], [-1.05067, -0.79330, 0.79231], [0.46495, -1.06170, 0.04300], [1.29018, 1.25586, 0.48837], [-1.38420, 0.34255, 0.33517], [0.56064, -0.29958, 1.92939], [0.88748, 1.58256, -2.03678], [-0.27018, 0.28864, -2.04710], [-1.81164, -1.56583, 0.93149]],
  "forces_ev_per_angstrom": [[0.13, 0.45, -0.44], [1.57, -1.20, 0.17], [-0.42, -0.19, 0.39], [-2.08, 2.05, 0.46], [1.21, 1.01, -0.19], [-1.00, -0.58, -0.31], [0.40, -1.35, 1.04], [0.20, 0.12, -0.32], [-0.22, -0.02, 0.08], [0.09, 0.02, -0.05], [0.12, -0.30, -0.83]],
  "mulliken_charge": [-0.3592, 0.7488, -0.3855, 0.2312, -0.3234, -0.4993, -0.6250, 0.2849, 0.2700, 0.2447, 0.4127]
}

{
  "formula": "C2H4N2O3S",
  "method": "the ωB97M-V functional and the def2-TZVPD basis",
  "total_charge": 0,
  "homo_lumo_gap_ev": 8.87,
  "de_lowest_kcal_mol": 133.2,
  "largest_force_ev_per_a": 3.4,
  "smiles": "CC(=O)O[S@]1(=O)=NN1",
  "e_homo_ha": -0.3350,
  "lumo_energy_ev": -0.242,
  "species": ["C", "C", "O", "O", "S", "O", "N", "N", "H", "H", "H", "H"],
  "xyz": [[-0.18047, 1.91951, -0.98945], [0.45655, 0.69062, -0.49568], [1.30890, 0.05966, -1.06411], [0.04055, 0.21986, 0.71319], [0.51490, -1.44595, 0.77372], [1.71729, -1.60412, 1.49460], [-0.33799, -2.45796, 0.04856], [-0.84281, -2.02068, 1.43568], [0.63716, 2.80226, -1.01884], [-0.96738, 2.06513, -0.33374], [-0.52441, 1.64859, -1.98612], [-1.82230, -1.87693, 1.42218]],
  "forces_ev_per_angstrom": [[2.77, 1.14, -0.74], [1.55, -0.75, 0.18], [0.09, -0.20, -0.49], [0.08, -0.85, -0.35], [-2.46, 1.48, 1.88], [0.62, 0.52, -0.38], [0.59, -0.95, -2.18], [1.31, -1.65, 1.45], [-2.13, -2.05, 0.05], [-1.69, 1.20, 0.98], [0.00, 0.47, -0.10], [-0.74, 1.64, -0.30]],
  "mulliken_charge": [-0.8762, 0.8160, -0.5306, -0.3118, 1.0191, -0.4774, -0.4230, -0.3499, 0.2651, 0.3182, 0.2870, 0.2635]
}